Record 1
A structure of composition C16H22BrCrN3. Source: the OMol25 dataset; level of theory: ωB97M-V/def2-TZVPD.

```
43
Properties=species:S:1:pos:R:3:forces:R:3
Cr -0.02618 0.03370 0.23008 -0.5898 0.9888 -1.1639
N 1.22493 -2.12421 1.64297 -0.0585 0.1058 0.0729
C 1.79500 -3.10771 0.64620 0.1857 -0.3214 -0.4649
C 0.69553 -3.73451 -0.20531 -0.1295 0.2027 0.0167
C 0.14477 -2.85969 -1.33424 0.1583 -0.0673 -0.1105
N -0.82405 -1.84873 -0.82199 0.1468 0.0576 0.1517
C 1.25898 -2.17966 -2.14097 -0.0338 0.0589 0.1608
C 2.40229 -1.55167 -1.33273 -0.0204 -0.1710 -0.1080
N 2.00658 -0.20874 -0.82004 -0.1311 -0.0887 0.1428
C 2.88645 -2.46534 -0.20398 -0.1124 0.2102 0.0136
H 0.53048 -2.57575 2.24387 -0.0273 0.0145 0.0468
H 0.74969 -1.30149 1.19134 0.7397 -1.2679 1.0040
H 1.96198 -1.74755 2.24479 -0.0005 0.0309 0.0474
H 2.24825 -3.89085 1.25522 -0.0494 0.0849 0.1206
H -0.12132 -4.10010 0.42541 0.0205 -0.0667 -0.0209
H 1.13692 -4.61750 -0.66972 0.0108 -0.0436 0.0622
H -0.37653 -3.53575 -2.01523 -0.0692 0.0491 0.0153
H -1.56376 -2.32313 -0.30730 -0.0309 0.0070 -0.0153
H -1.30238 -1.44753 -1.62823 -0.0404 0.0780 0.0263
H 0.81267 -1.40870 -2.77643 0.0427 -0.0726 -0.1169
H 1.68878 -2.92080 -2.81624 0.0035 -0.0056 0.0060
H 3.24877 -1.43525 -2.01279 -0.0087 0.0850 0.0149
H 1.89830 0.40641 -1.62601 -0.0472 0.0747 0.0261
H 2.78539 0.19628 -0.30379 0.0074 0.0317 -0.0131
H 3.60968 -1.93917 0.42752 0.0465 -0.0504 -0.0209
H 3.43302 -3.28726 -0.66865 0.0321 -0.0310 0.0625
Br -0.44580 0.74775 2.65563 -0.0117 0.0161 0.2562
C -1.38256 2.38768 2.19844 -0.0583 0.1018 -0.0638
C -1.85375 3.20979 3.16984 0.1451 -0.2487 0.1251
C -2.52333 4.38000 2.75526 -0.0658 0.1124 -0.1497
C -2.68435 4.65959 1.42560 -0.0275 0.0490 0.0857
C -2.18673 3.79070 0.42597 0.1040 -0.1866 0.0786
C -2.33310 4.04418 -0.95969 0.0393 -0.0590 -0.1030
C -1.83244 3.17398 -1.88938 -0.1117 0.1937 -0.0325
C -1.15938 2.00615 -1.47427 0.1255 -0.2195 0.1206
C -0.99230 1.71409 -0.14305 -0.0357 0.0922 -0.2281
C -1.50791 2.60812 0.82024 -0.0927 0.1668 -0.0021
H -1.72583 2.98643 4.22029 -0.0136 0.0212 -0.0087
H -2.90904 5.05491 3.50640 0.0045 -0.0097 0.0058
H -3.20053 5.56080 1.12002 -0.0008 -0.0008 0.0143
H -2.84933 4.94282 -1.27251 0.0030 -0.0074 -0.0130
H -1.94942 3.37803 -2.94524 -0.0084 0.0124 0.0093
H -0.76847 1.32972 -2.23732 -0.0403 0.0723 -0.0508
```
Forces are in eV/Å.

Computed properties:
Multiplicity = 5
Total charge = +2
Expectation value of S² = 6.10
Highest occupied orbital energy (alpha / beta) = -13.428 / -13.783 eV
Orbital gap (alpha / beta) = 6.62 / 7.22 eV

Record 2
A cluster of 12 separate species, C7H32O11 in total. Source: the OMol25 dataset; level of theory: ωB97M-V/def2-TZVPD.

```
50
Properties=species:S:1:pos:R:3:forces:R:3
C -0.41032 3.46538 1.13263 0.2194 1.5612 -0.0939
C 0.82569 3.39144 0.64767 1.1107 -1.7262 0.9635
C 1.42142 2.02156 0.38934 -1.6021 -1.3531 -0.9863
C 0.88931 1.37091 -0.90031 0.4854 0.0436 0.2624
C 1.74561 1.31805 -1.93516 -0.7794 -1.6008 0.8161
C 2.13822 1.33024 1.29675 -0.3507 2.0763 -1.3745
C 2.49021 -0.09044 1.26302 1.2818 -0.6980 0.4624
H -1.10850 2.62702 1.05653 0.2524 0.3514 0.3590
H -0.69160 4.44481 1.58313 -0.3979 -0.9152 -0.6204
H 1.57425 4.17071 0.66388 -0.3528 0.5724 0.0950
H -0.16756 0.99002 -0.97876 1.3414 0.6771 0.2121
H 1.52203 0.76062 -2.83805 -0.3657 0.3394 -0.2416
H 2.79386 1.40949 -1.73957 0.4543 0.9131 -0.0648
H 2.61156 1.96786 2.01938 -0.1158 -0.0053 0.9571
H 3.52632 -0.21486 1.59499 0.0637 0.1421 0.3912
H 1.89341 -0.65001 2.01948 0.1330 -0.0489 -1.0862
H 2.58158 -0.47121 0.24244 -1.1006 -0.4255 0.1865
O -0.28155 -2.03868 -2.73680 -0.7833 0.0065 -0.8268
H -0.30410 -2.31327 -1.80724 0.1747 0.5137 -0.0021
H 0.51220 -1.58881 -3.03244 0.4018 -0.3288 0.8115
O -2.15013 0.07136 2.10530 -0.3937 -0.1638 0.7596
H -1.79528 0.68627 2.77478 0.2263 0.0387 -0.4895
H -1.80810 0.27963 1.23340 0.1528 0.0253 -0.2486
O 4.86841 0.04609 -1.49725 1.3281 0.3488 -0.1025
H 4.49490 -0.00980 -0.62558 -0.5020 -0.1357 0.3404
H 4.20297 -0.13019 -2.14610 -0.7094 -0.3009 -0.2355
O 1.69763 -3.74404 -1.67088 0.2519 0.8555 -1.9896
H 2.18522 -4.29314 -1.07874 -0.3547 -0.1758 1.1253
H 0.89904 -3.30110 -1.35806 0.6648 -1.1749 1.0587
O -2.39805 -0.18350 -0.60004 0.0837 -0.3626 0.1655
H -2.54683 0.78292 -0.56945 0.0898 -0.7551 -0.9413
H -2.22147 -0.52433 -1.53512 -0.1819 1.2422 1.1850
O -1.67722 2.01383 -2.14405 -1.6441 0.3441 1.1466
H -1.00316 2.68396 -2.23161 0.4123 -0.5746 -0.8761
H -1.76590 1.22511 -2.69642 0.7524 0.5890 -0.5745
O -0.54023 -3.25693 0.10100 0.4563 0.8940 0.3567
H -1.49064 -3.33293 0.21587 -0.5980 -0.1243 -0.1791
H -0.33381 -2.62295 0.84973 0.0400 -0.6030 -0.7162
O -0.94870 1.58920 4.00806 0.0371 -0.0803 0.1769
H -1.64950 2.16375 4.29626 -0.7634 0.2501 0.3649
H -0.22038 2.20433 3.95230 0.6972 0.0226 -0.3116
O -3.41052 -2.45098 0.78000 0.3847 0.6981 -0.7900
H -3.44529 -2.26134 1.71321 -0.0977 0.0554 0.5149
H -3.15896 -1.56906 0.39480 -0.2235 -0.7705 0.2092
O -2.39954 -0.51634 -3.17370 0.2424 1.1435 -0.1948
H -1.70255 -1.02049 -3.61818 -0.4540 -0.7145 0.3625
H -3.25578 -0.93281 -3.12539 -0.1567 -0.5493 -0.5401
O -0.27359 -1.84203 2.37450 -0.5805 -0.0017 0.7035
H -0.74655 -2.50608 2.88895 0.4984 -0.5830 0.0791
H -0.96801 -1.14923 2.44150 0.2712 0.4682 -0.5795
```
Forces are in eV/Å.

Computed properties:
SMILES string = C=CC(C=C)=CC.O.O.O.O.O.O.O.O.O.O.O
Highest occupied orbital energy = -9.226 eV
Orbital gap = 9.35 eV
Energy relative to the best compared isomer or geometry (same formula, charge and spin) = 359.3 kJ/mol

Record 3
The molecule C5H11PS. Source: the OMol25 dataset; level of theory: ωB97M-V/def2-TZVPD.

```
18
Properties=species:S:1:pos:R:3:forces:R:3
C 2.46637 0.76194 0.39004 -1.3026 2.0012 -1.4134
P 0.78161 1.14147 0.57550 0.3518 -2.6017 0.6128
C -0.03523 0.64724 2.06728 0.5647 2.0874 -1.1259
S -1.81726 0.70270 2.17171 0.8912 1.9809 0.9142
C -0.19866 0.85880 -0.99670 -1.9597 0.1340 2.1316
C -0.99844 -0.52060 -1.26588 0.8320 1.0169 0.6071
C -0.38963 -1.75846 -0.57778 -2.0634 -1.4208 -0.0690
H 3.07586 1.32066 1.15816 -0.1629 -0.9812 -1.1229
H 2.68381 0.84225 -0.75912 0.1817 0.0074 2.4155
H 0.48505 1.08415 2.92930 -0.1481 -0.5245 -0.0698
H -1.84688 -0.41134 1.58968 -0.8157 -2.4165 -1.1746
H 0.48441 0.95119 -1.79062 1.0210 0.5033 -0.8834
H -0.89256 1.77871 -0.96095 0.7764 -1.4950 -0.4595
H -0.91850 -0.56283 -2.33937 -0.2616 -0.4539 -0.4635
H -2.05761 -0.37750 -1.00647 0.4162 -0.1732 0.0259
H -0.81172 -2.78264 -0.89284 -0.1961 1.7102 0.0971
H 0.63251 -1.97671 -0.78547 1.1061 0.7118 0.2461
H -0.64313 -1.69904 0.49355 0.7689 -0.0864 -0.2684
```
Forces are in eV/Å.

Computed properties:
SMILES string = C=P(=CS)CCC
Highest occupied orbital energy (alpha / beta) = -7.367 / -7.363 eV
Orbital gap (alpha / beta) = 7.05 / 7.06 eV
Energy relative to the best compared isomer or geometry (same formula, charge and spin) = 383.1 kJ/mol

no.,electronic energy (eV)
1,-119867.9921
2,-30298.3907
3,-25483.4138